[1]
Formula: C35H43BeClN2Si2
Source: the Open Molecules 2025 dataset
Level of theory: the ωB97M-V functional and the def2-TZVPD basis

XYZ file:
```
84
Properties=species:S:1:pos:R:3:lowdin_charge:R:1
Cl -2.799 2.798 -3.099 0.2184
Si -2.287 1.535 -4.703 0.2343
Si -0.832 -0.862 -6.252 0.6895
N 0.425 1.796 -0.110 -0.2537
N -1.912 0.598 0.524 -0.2814
C -0.007 -2.074 -8.680 -0.0860
C 1.760 -3.538 -4.707 -0.0758
C -3.691 -2.226 -3.164 -0.1067
C 1.199 2.114 -1.337 -0.0340
C -0.245 -1.591 -0.331 -0.2034
C -3.460 -0.739 -7.303 -0.1351
C -2.815 -1.195 -3.506 -0.1436
C 1.977 -1.103 -0.785 -0.1171
C -0.795 2.701 -0.025 -0.1444
C -2.483 -0.201 1.640 -0.0415
C -4.685 0.178 -4.180 -0.1388
C -1.783 2.065 0.935 -0.1134
C -5.067 -2.550 -7.380 -0.1172
C -2.808 -2.992 -6.624 -0.1112
C -5.559 -0.879 -3.866 -0.0876
C 0.445 -1.258 0.926 -0.1457
C -4.106 -3.441 -6.918 -0.1067
C 2.656 -1.193 -4.679 -0.0923
C 0.282 -1.622 -5.014 -0.3362
C -5.059 -2.073 -3.370 -0.1067
C -2.483 -1.641 -6.833 -0.3250
C 1.083 -2.528 -9.462 -0.0937
C 0.443 -3.014 -4.759 -0.0972
C 2.403 -0.623 -8.737 -0.1088
C 2.822 -2.595 -4.711 -0.1022
C 2.311 -1.841 -9.425 -0.1139
C -4.754 -1.200 -7.564 -0.1029
C 1.822 -1.015 0.614 -0.1174
C 0.731 -1.438 -1.375 -0.0713
C 0.194 -0.969 -7.821 -0.2889
C 1.346 -0.700 -4.780 -0.1687
C 1.332 -0.139 -7.974 -0.1138
C -2.779 0.483 -0.669 -0.0723
C -3.312 -0.055 -4.189 -0.3716
C 1.269 2.050 1.100 -0.0378
Be -0.376 0.179 -0.244 0.2647
H 2.113 1.502 -1.349 0.0908
H 2.186 1.455 1.042 0.0810
H -0.972 -2.603 -8.685 0.0932
H -2.530 -1.258 1.355 0.0954
H -0.763 1.371 -4.505 -0.0978
H -2.948 -0.571 -0.901 0.0850
H -3.248 0.332 -7.352 0.0768
H -6.636 -0.751 -3.994 0.1028
H 2.603 -0.839 1.353 0.1074
H 1.519 3.128 1.133 0.1059
H -2.348 1.002 -1.533 0.0128
H 1.148 0.380 -4.837 0.0653
H -3.741 0.957 -0.462 0.1102
H -3.288 -3.144 -2.727 0.1035
H 3.342 -0.065 -8.736 0.0925
H 1.466 3.180 -1.329 0.1030
H -1.866 -0.107 2.545 0.0951
H 3.509 -0.498 -4.606 0.1053
H -2.773 2.550 0.851 0.1400
H -5.517 -0.470 -7.867 0.1008
H 0.067 -1.492 1.926 0.1061
H -1.247 2.773 -1.023 0.0524
H -1.434 2.132 1.979 0.1217
H 2.941 -1.038 -1.302 0.1092
H 0.573 -1.720 -2.421 0.0833
H -5.076 1.172 -4.371 0.0896
H 3.186 -2.271 -9.924 0.0928
H 1.946 -4.626 -4.569 0.1057
H -0.414 -3.706 -4.705 0.0934
H 0.952 -3.432 -10.058 0.0913
H -1.212 -2.119 -0.403 0.1247
H -2.782 2.503 -5.668 -0.0658
H -0.487 3.698 0.321 0.1373
H 1.378 0.812 -7.440 0.0927
H -3.493 0.182 1.842 0.1053
H 3.843 -2.971 -4.768 0.0896
H -1.746 -1.253 -3.217 0.0920
H -2.091 -3.697 -6.187 0.0866
H -5.735 -2.904 -3.127 0.1041
H -6.094 -2.897 -7.599 0.0998
H 0.560 1.919 -2.213 0.0890
H 0.738 1.762 2.018 0.0955
H -4.343 -4.485 -6.739 0.0918
```

Total charge: 0
Gap between HOMO and LUMO (eV): 4.5
Energy relative to the best compared isomer or geometry (same formula, charge and spin) (kcal/mol): 16.5

[2]
Formula: C35H43BrCl2NO4V
Source: the Open Molecules 2025 dataset
Level of theory: the ωB97M-V functional and the def2-TZVPD basis

XYZ file:
```
87
Properties=species:S:1:pos:R:3:nbo_charge:R:1
Br -2.370 2.631 -0.027 -0.0198
V -0.078 2.273 0.077 1.2559
Cl 2.002 6.211 -0.762 0.1113
Cl 1.961 7.773 4.381 0.1013
O 0.631 3.807 0.311 -0.4759
O 0.050 2.085 -1.623 -0.3831
O 1.587 1.012 1.473 -0.5165
O -0.410 2.372 2.196 -0.5733
N -0.226 0.249 -0.107 -0.4697
C -0.697 -1.763 1.214 -0.3055
C -1.178 -1.432 -3.324 0.0739
C -1.054 -3.715 2.721 -0.1295
C 0.020 3.414 -4.034 -0.6045
C 1.578 6.597 3.191 -0.0396
C 2.152 1.129 4.461 -0.6057
C -0.414 0.990 -2.292 0.2793
C -0.851 -4.724 1.572 -0.5892
C -0.081 3.280 2.967 0.4898
C 1.608 5.904 0.874 -0.0798
C -2.556 -3.396 2.867 -0.5913
C 0.759 -1.946 3.210 -0.1380
C -0.972 -1.325 -1.941 -0.1882
C -1.798 2.331 -5.337 -0.5959
C 3.859 -0.234 3.202 -0.6036
C 0.985 4.732 1.257 0.3451
C -0.596 0.947 -3.671 0.0339
C 1.038 -0.015 1.835 0.6169
C -1.002 -0.308 -4.132 -0.1380
C 2.672 -1.197 5.166 -0.6118
C -1.630 -2.772 -3.901 -0.0965
C -0.067 -0.555 0.916 0.2480
C 2.518 -0.276 3.955 -0.0932
C -0.561 -4.348 4.023 -0.6178
C -0.621 -0.097 -1.425 0.0803
C -0.750 -3.904 -3.350 -0.5985
C 1.908 6.839 1.863 -0.1558
C -0.435 2.097 -4.664 -0.0852
C 0.600 1.684 -5.722 -0.5967
C -3.087 -3.004 -3.474 -0.5930
C 1.428 -0.793 3.032 -0.0420
C 0.636 4.479 2.587 -0.2415
C 0.938 5.423 3.567 -0.1321
C -1.552 -2.800 -5.429 -0.6121
C -0.323 -2.439 2.348 0.2535
H 3.453 -0.797 5.813 0.2400
H 1.585 1.533 -5.278 0.2170
H 1.005 -2.564 4.058 0.2470
H -3.744 -2.220 -3.854 0.2212
H 0.483 -4.661 3.966 0.2192
H -3.438 -3.958 -3.868 0.2323
H 0.684 2.476 -6.466 0.2320
H 0.102 4.155 -4.830 0.2328
H -3.078 -4.316 3.132 0.2404
H 2.894 1.441 5.196 0.2389
H -2.736 -2.668 3.659 0.2221
H -2.569 2.576 -4.605 0.2164
H -1.153 -5.242 4.216 0.2439
H -0.687 -3.688 4.882 0.2186
H -0.878 -4.047 -2.275 0.1933
H 0.308 -3.728 -3.550 0.2206
H 0.206 -4.935 1.400 0.2231
H -1.295 -4.377 0.638 0.2036
H 0.319 0.771 -6.246 0.2131
H 0.672 5.251 4.601 0.2525
H 2.159 1.863 3.655 0.2064
H -1.174 -0.412 -5.192 0.2339
H -1.814 -3.799 -5.778 0.2356
H -1.029 -4.844 -3.827 0.2348
H -1.075 -2.199 -1.323 0.2232
H 1.178 1.130 4.955 0.2089
H -2.257 -2.107 -5.891 0.2148
H 2.976 -2.206 4.882 0.2193
H -0.549 -2.573 -5.795 0.2183
H 1.757 -1.259 5.759 0.2166
H -1.714 3.167 -6.033 0.2321
H 2.398 7.763 1.587 0.2713
H -2.994 -3.021 1.942 0.2085
H -1.521 -2.115 0.618 0.2409
H -3.187 -3.035 -2.386 0.1990
H -0.697 3.797 -3.306 0.2088
H 3.839 0.447 2.354 0.2197
H -1.340 -5.660 1.844 0.2416
H -0.356 3.172 4.021 0.1902
H 0.999 3.335 -3.560 0.2118
H -2.131 1.462 -5.904 0.2137
H 4.637 0.106 3.887 0.2346
H 4.141 -1.227 2.850 0.2221
```

Total charge: +2
Gap between HOMO and LUMO (spin up / spin down) (eV): 5.5 / 5.5
Energy relative to the best compared isomer or geometry (same formula, charge and spin) (kcal/mol): 8.3

[3]
Formula: C35H43ClP2Si2Tc
Source: the Open Molecules 2025 dataset
Level of theory: the ωB97M-V functional and the def2-TZVPD basis

XYZ file:
```
84
Properties=species:S:1:pos:R:3:lowdin_spin:R:1
Tc 0.519 -3.211 1.045 1.4811
Cl -0.766 -0.609 -1.675 0.0444
P 0.455 -5.261 -0.147 0.0669
P 2.520 -3.240 -0.020 0.0469
Si -0.040 -0.786 0.256 0.0911
Si -1.999 3.373 -2.620 0.0310
C 2.599 2.405 -0.324 -0.0003
C 3.303 1.306 1.711 0.0001
C 1.191 -4.456 2.702 0.0217
C -0.306 -6.692 0.657 0.0026
C -3.192 5.502 -1.038 0.0374
C 3.199 -4.873 -0.572 -0.0041
C 0.368 6.606 -4.035 0.0072
C -3.577 -0.201 2.402 0.0006
C -0.246 -4.339 2.789 0.0137
C -2.049 1.530 3.128 0.0007
C 1.361 5.664 -2.045 0.0985
C -0.193 -5.303 -1.828 0.0353
C 1.395 6.600 -3.085 0.2088
C -3.389 4.293 -1.748 0.1095
C 2.314 0.336 1.510 0.0002
C 1.739 -3.139 2.855 -0.0098
C -3.320 0.946 3.170 -0.0002
C -5.414 5.337 -0.060 0.0477
C 2.389 -2.420 -1.611 0.0474
C 2.207 -5.942 -0.189 -0.0029
C -1.329 -0.082 1.442 0.0069
C -2.581 -0.721 1.562 0.0064
C 3.443 2.348 0.794 0.0003
C 1.437 0.393 0.410 0.0010
C -0.694 4.695 -2.948 0.2104
C -1.052 1.003 2.290 0.0001
C 0.327 4.719 -1.977 0.0347
C 0.645 -2.226 2.994 0.0279
C 3.970 -2.506 0.733 -0.0016
C 1.614 1.426 -0.524 0.0007
C -4.182 5.990 -0.170 0.0026
C -0.570 -2.964 2.978 0.0737
C -4.687 3.740 -1.752 0.0244
C -0.676 5.669 -3.971 0.1404
C -5.679 4.242 -0.890 0.0194
H -1.321 -6.420 0.962 0.0007
H 2.218 -6.790 -0.882 -0.0006
H -0.049 1.438 2.314 -0.0001
H 0.381 7.349 -4.832 -0.0026
H -6.165 5.687 0.647 0.0019
H -6.665 3.771 -0.870 0.0007
H 0.298 -6.964 1.529 0.0001
H 2.816 -1.420 -1.557 0.0015
H 1.339 -2.329 -1.927 0.0073
H -3.990 6.886 0.420 -0.0003
H 3.727 -1.491 1.053 0.0001
H -2.266 6.068 -1.161 0.0017
H -4.920 2.914 -2.428 0.0006
H -1.502 2.287 -1.754 -0.0007
H 2.924 -3.026 -2.342 0.0043
H -1.817 2.385 3.771 0.0001
H 1.769 -5.373 2.578 0.0049
H 2.443 -6.353 0.797 0.0000
H -0.076 -6.312 -2.243 0.0045
H 0.342 -4.599 -2.478 0.0004
H -1.477 5.710 -4.711 0.0029
H 0.973 1.484 -1.408 0.0004
H -1.259 -5.027 -1.809 0.0019
H 4.216 3.101 0.938 0.0000
H -2.397 2.709 -3.930 0.0166
H 2.248 -0.471 2.239 0.0002
H -0.932 -5.177 2.752 0.0030
H 2.799 -2.898 2.884 0.0014
H 2.710 3.216 -1.048 -0.0003
H -4.545 -0.710 2.467 0.0001
H 4.206 -3.111 1.615 0.0000
H 3.957 1.227 2.583 0.0000
H -0.336 -7.547 -0.037 -0.0001
H -2.776 -1.651 1.016 0.0057
H 4.796 -2.520 0.019 -0.0004
H 0.718 -1.156 3.115 0.0019
H 0.307 4.001 -1.147 -0.0010
H 3.356 -4.803 -1.660 -0.0002
H 4.195 -5.029 -0.132 -0.0003
H 2.136 5.653 -1.276 0.0022
H -4.099 1.349 3.825 0.0000
H -1.556 -2.521 3.056 0.0106
H 2.218 7.310 -3.145 0.0080
```

Spin multiplicity: 4
Total charge: +2
Gap between HOMO and LUMO (spin up / spin down) (eV): 7.5 / 2.9
Energy relative to the best compared isomer or geometry (same formula, charge and spin) (kcal/mol): 3.2

[4]
Formula: C35H43FGdN7O3S3
Source: the Open Molecules 2025 dataset
Level of theory: the ωB97M-V functional and the def2-TZVPD basis

XYZ file:
```
93
Properties=species:S:1:pos:R:3:lowdin_spin:R:1
Gd -0.962 2.162 0.959 5.5453
S -5.434 1.758 4.848 0.3038
S -2.891 1.430 3.342 0.1257
S -0.806 -0.378 2.119 0.3462
F 4.855 -1.609 -1.506 0.0000
O 0.680 0.930 -0.299 0.0147
O -1.563 2.335 -1.376 0.0035
O -2.519 0.777 -0.172 0.0212
N -3.029 -1.090 3.483 0.1869
N 6.451 -4.256 -4.198 0.0000
N -0.327 -1.597 -3.345 0.0014
N 0.441 3.933 -0.397 0.0142
N -4.146 -0.556 4.122 0.1482
N 4.239 -3.340 -3.467 0.0003
N -2.864 3.930 1.258 0.0131
C -2.290 -0.145 3.018 0.0410
C 0.980 -1.592 -2.892 0.0007
C 1.935 -2.481 -3.438 0.0001
C 1.360 -0.723 -1.860 0.0011
C -0.379 -1.941 -5.810 0.0001
C 0.237 2.552 4.450 0.0144
C -4.475 -2.488 5.555 0.0140
C -2.302 6.177 0.353 0.0001
C 4.661 -4.383 -2.527 0.0001
C -3.138 4.920 0.184 0.0014
C 1.272 3.739 2.636 0.0194
C -0.204 5.214 -0.770 0.0025
C 2.061 2.624 2.360 0.0037
C 5.501 -4.124 -5.364 0.0000
C -4.299 0.788 4.156 0.0383
C -0.765 -2.478 -4.447 0.0001
C -7.222 -2.348 5.138 -0.0012
C 1.049 1.462 4.191 0.0117
C 0.336 3.697 3.660 0.0199
C -5.027 -1.503 4.752 0.0097
C -0.798 5.937 0.445 0.0005
C 5.856 -5.134 -3.132 0.0000
C 2.682 -0.738 -1.379 0.0009
C 3.224 -2.486 -2.964 0.0010
C 3.578 -1.592 -1.930 0.0001
C 2.779 0.258 2.815 0.0021
C 1.960 1.472 3.133 0.0084
C -6.690 -3.339 5.950 0.0161
C -1.228 -0.747 -2.807 0.0013
C 0.385 0.158 -1.255 0.0076
C -0.922 0.122 -1.810 0.0056
C 4.089 -3.875 -4.808 0.0000
C -5.319 -3.409 6.155 -0.0009
C -1.835 1.121 -1.167 0.0300
C -6.390 -1.420 4.529 0.0146
H -4.901 -4.180 6.789 -0.0002
H -2.911 4.391 2.165 0.0009
H 3.858 -5.104 -2.333 0.0000
H 2.792 2.667 1.559 0.0002
H 1.654 -3.168 -4.220 0.0000
H 0.963 0.573 4.803 0.0006
H -2.935 4.425 -0.766 0.0002
H 0.700 -1.825 -5.913 0.0000
H -0.470 2.517 5.268 -0.0002
H -7.345 -4.058 6.423 0.0008
H 7.352 -4.617 -4.511 0.0000
H 1.371 4.095 -0.028 0.0006
H 1.415 4.658 2.083 0.0004
H 3.675 0.520 2.252 0.0001
H 3.590 -3.146 -5.442 0.0000
H -0.838 -0.969 -5.989 0.0000
H -2.224 -0.807 -3.225 0.0003
H -0.370 -3.476 -4.259 0.0000
H 2.974 -0.067 -0.583 0.0002
H 3.496 -4.799 -4.832 0.0000
H 6.603 -3.324 -3.806 0.0000
H -0.264 4.571 3.885 0.0003
H -3.405 -2.534 5.700 0.0002
H 6.630 -5.357 -2.403 0.0000
H -8.289 -2.294 4.975 -0.0002
H -4.197 5.188 0.182 0.0002
H -3.630 3.258 1.277 0.0022
H -6.794 -0.643 3.896 0.0007
H 5.864 -3.295 -5.967 0.0000
H 5.579 -5.047 -5.936 0.0000
H 4.940 -3.918 -1.586 0.0000
H -0.301 6.896 0.598 0.0000
H -2.637 6.716 1.244 0.0000
H -0.575 5.353 1.343 0.0003
H 5.570 -6.055 -3.637 0.0000
H 2.190 -0.447 2.221 0.0015
H 0.506 5.859 -1.292 0.0007
H -2.518 6.839 -0.489 0.0000
H -0.724 -2.623 -6.587 0.0000
H -0.983 4.967 -1.491 0.0002
H 3.087 -0.263 3.721 0.0001
H -1.845 -2.568 -4.348 0.0000
H 0.561 3.368 -1.233 0.0011
```

Spin multiplicity: 8
Total charge: +2
Gap between HOMO and LUMO (spin up / spin down) (eV): 3.9 / 5.0
Energy relative to the best compared isomer or geometry (same formula, charge and spin) (kcal/mol): 105.6

[5]
Formula: C35H43N11OPTeTi
Source: the Open Molecules 2025 dataset
Level of theory: the ωB97M-V functional and the def2-TZVPD basis

XYZ file:
```
93
Properties=species:S:1:pos:R:3:lowdin_spin:R:1
Te -0.457 2.459 -2.381 0.0051
Ti -0.287 -0.380 0.738 1.0969
P -2.741 2.122 0.745 0.1222
O 0.953 -2.976 3.200 0.0014
N 0.047 1.655 0.727 0.0107
N 1.306 -0.850 -0.286 -0.0066
N -0.605 -2.487 0.442 0.0108
N -0.489 3.783 0.994 0.0159
N -3.785 0.759 -1.427 0.0635
N 1.127 -0.211 2.348 0.0035
N -0.400 -2.985 -0.798 0.0061
N -2.011 -0.272 -0.555 0.0489
N 2.471 -0.115 2.299 0.0027
N -1.821 -0.157 2.102 0.0659
N -3.663 0.731 2.993 0.0940
C 1.377 -0.374 -2.696 0.0088
C 0.009 -1.633 -4.234 0.0083
C 5.483 -0.537 0.180 -0.0014
C 1.194 2.394 0.873 0.0104
C 2.668 -0.867 -0.042 0.0006
C -0.747 -4.289 -0.862 0.0067
C 0.898 -1.107 -1.604 0.0017
C 0.947 -0.636 -3.981 -0.0003
C 0.792 0.073 3.606 0.0207
C 6.954 -0.221 0.210 -0.0002
C -3.359 -0.388 3.718 -0.0020
C 0.631 -3.542 4.463 0.0001
C -1.296 4.983 0.945 0.0032
C -0.936 2.452 -4.482 -0.0002
C 1.351 3.589 -2.728 0.0030
C 3.571 -1.405 -0.988 -0.0015
C 4.932 -1.241 -0.889 0.0000
C -0.428 -2.405 -3.168 -0.0017
C 2.973 0.203 3.516 0.0188
C -3.851 -0.549 -1.809 0.0003
C -2.773 -1.170 -1.263 0.0249
C -4.615 1.834 -1.924 0.0043
C -1.088 -3.494 1.159 0.0102
C -0.521 -1.884 -5.618 0.0013
C 4.631 -0.166 1.201 0.0004
C -2.235 -0.923 3.171 0.0357
C 1.918 0.335 4.382 0.0020
C -0.961 2.526 0.788 0.0436
C 3.251 -0.380 1.146 -0.0006
C -4.755 1.652 3.192 0.0119
C -2.705 0.862 2.017 0.1206
C 0.021 -2.164 -1.875 0.0049
C -1.197 -4.653 0.385 0.0020
C 0.873 3.706 1.038 -0.0006
C -2.652 0.915 -0.662 0.0957
H 7.321 -0.061 -0.803 0.0000
H 0.233 -2.738 5.081 0.0001
H 1.934 3.109 -3.511 0.0002
H -3.960 -0.721 4.546 -0.0003
H -4.688 1.779 -3.010 0.0010
H -1.625 5.171 -0.079 0.0004
H -1.340 -3.363 2.193 0.0009
H 7.530 -1.041 0.644 -0.0001
H -0.024 2.296 -5.052 0.0000
H -1.557 -1.551 -5.702 0.0005
H -0.230 0.075 3.933 0.0026
H 7.150 0.674 0.799 0.0000
H 1.497 4.568 1.196 -0.0001
H 1.512 -3.962 4.955 0.0000
H -2.555 -2.219 -1.338 0.0022
H 2.177 1.958 0.825 0.0006
H -2.180 4.861 1.570 0.0024
H -5.621 1.785 -1.505 0.0018
H 4.022 0.301 3.714 0.0014
H 2.122 0.388 -2.509 0.0003
H 5.575 -1.635 -1.666 0.0000
H -1.676 -1.777 3.509 0.0030
H -4.372 2.672 3.258 0.0050
H -1.561 -5.615 0.698 0.0000
H -0.129 -4.327 4.372 0.0000
H 3.161 -1.939 -1.831 0.0000
H -0.639 -4.871 -1.759 0.0006
H -0.719 5.831 1.302 0.0000
H -1.623 1.631 -4.676 0.0000
H 1.111 4.604 -3.029 0.0001
H -5.454 1.605 2.354 0.0041
H -4.654 -0.933 -2.414 0.0005
H -4.163 2.785 -1.649 0.0005
H -5.279 1.407 4.113 -0.0001
H 1.955 0.587 5.427 -0.0003
H 1.344 -0.049 -4.801 -0.0002
H 0.067 -1.351 -6.364 0.0000
H -1.394 3.388 -4.788 0.0000
H -1.128 -3.210 -3.362 -0.0002
H 5.072 0.321 2.060 0.0001
H 1.358 -3.659 2.657 0.0000
H -0.496 -2.947 -5.857 0.0003
H 1.927 3.601 -1.807 0.0001
```

Spin multiplicity: 3
Total charge: +1
Gap between HOMO and LUMO (spin up / spin down) (eV): 5.3 / 7.2